This record from the OMol25 dataset describes a structure of composition CH3O2P. The level of theory is wB97M-V/def2-TZVPD.

Structure (XYZ):
```
7
Properties=species:S:1:pos:R:3:forces:R:3:lowdin_charge:R:1
C -1.2985 -0.0200 -0.1996 -2.4 0.7 -2.5 -0.377
O 1.7492 -1.2510 0.2475 0.1 -0.7 -0.1 -0.534
O -1.9723 -1.0194 -0.3510 1.2 0.7 0.7 0.006
P 1.0750 0.0644 0.4256 3.0 1.5 0.5 0.715
H 2.6280 1.0727 0.4051 -1.5 -0.8 0.2 0.070
H -1.5858 0.7954 0.5097 0.4 -0.6 0.3 0.081
H -0.5956 0.3578 -1.0373 -0.8 -0.8 0.9 0.039
```
Positions in Å, forces in eV/Å.

- Highest occupied orbital energy (spin up / spin down): -7.72 / -10.63 eV
- Spin multiplicity: 3
- Net charge: 0
- Frontier orbital gap (spin up / spin down): 6.678 / 7.507 eV

=====

This record from the OMol25 dataset describes a cluster of 2 separate species, CH3O2S2 in total. The level of theory is wB97M-V/def2-TZVPD.

Structure (XYZ):
```
8
Properties=species:S:1:pos:R:3:forces:R:3:lowdin_charge:R:1
C -1.3001 0.2134 0.0711 -2.8 2.2 -0.2 -0.051
O 1.4137 -0.9608 -1.2950 -0.4 0.5 0.4 -0.540
O 1.3408 -1.0881 1.1202 0.0 -0.6 1.8 -0.497
S 2.0444 1.5010 0.0121 0.6 1.3 0.3 0.068
S 1.1510 -0.2212 -0.0214 1.9 -1.5 -2.7 0.063
H -1.8006 -0.1660 0.9098 -0.4 0.3 2.0 -0.037
H -1.4180 1.3073 -0.2036 0.4 -1.8 0.3 0.027
H -1.4312 -0.5857 -0.5934 0.6 -0.5 -1.9 -0.031
```
Positions in Å, forces in eV/Å.

- Highest occupied orbital energy (spin up / spin down): -2.17 / -4.16 eV
- Spin multiplicity: 3
- Net charge: -1
- Frontier orbital gap (spin up / spin down): 5.978 / 6.386 eV

=====

This record from the OMol25 dataset describes a cluster of 2 separate species, CH3O2Si in total. The level of theory is wB97M-V/def2-TZVPD.

Structure (XYZ):
```
7
Properties=species:S:1:pos:R:3:forces:R:3:lowdin_charge:R:1
C -3.0525 -0.1281 -0.0741 1.0 3.0 0.8 -0.732
O -3.3991 -1.2293 0.1457 -0.7 -1.6 -0.2 -0.004
O -3.3876 1.0452 -0.1620 0.6 -1.6 -0.3 -0.061
Si -0.4106 -0.0096 0.0099 -1.7 -1.7 0.0 0.458
H 0.2092 0.6467 1.1488 0.5 0.5 0.6 -0.241
H 0.5368 -1.2351 -0.2221 -0.4 0.8 -0.1 -0.197
H -0.3794 0.9176 -1.1034 0.7 0.6 -0.7 -0.223
```
Positions in Å, forces in eV/Å.

- Highest occupied orbital energy: -2.44 eV
- Net charge: -1
- Frontier orbital gap: 6.788 eV

=====

no.,electronic energy (eV)
1,-14464.0480
2,-26848.5837
3,-13058.1147